# 1
Molecular formula: C36H28Cl2FeN6O5PS
Method: DFT, ωB97M-V/def2-TZVPD

E = -5017.24258 Ha
Frontier orbital gap (spin up / spin down) = 6.9655 / 7.0183 eV
Total charge = -1
Relative energy (zero: lowest compared OMol25 entry of this formula, charge and spin) = 7.35 kcal/mol
HOMO (spin up / spin down) = -4.625 / -4.678 eV
Spin multiplicity = 5

Last column: Löwdin spin population.
Positions of all 80 atoms, in Å:
1 Fe 0.94599 -0.77087 -0.98499  3.710
2 Cl -3.51637 0.72541 -6.07272  0.000
3 C -2.69052 -0.16650 -4.82693  0.000
4 C -1.44991 0.29564 -4.39618  0.002
5 C -0.77005 -0.39027 -3.40126  0.004
6 N 0.48873 -0.10682 -2.89394  0.048
7 C 1.44065 0.45736 -3.63948  0.009
8 O 1.35180 1.08427 -4.69520  0.011
9 C 2.83005 0.11751 -3.11512  0.003
10 C 3.93666 0.80771 -3.58550  0.000
11 C 5.19071 0.43308 -3.14292  0.001
12 C 5.30078 -0.62942 -2.25875  0.000
13 C 4.14250 -1.25329 -1.83524  0.004
14 N 2.92725 -0.90134 -2.25147  0.026
15 C -1.34583 -1.55517 -2.82702  0.004
16 C -2.57364 -2.01140 -3.28383  0.001
17 C -3.24439 -1.30757 -4.28096  0.001
18 Cl -4.78520 -1.91415 -4.82054  0.000
19 N -0.57508 -2.11555 -1.80564  0.049
20 C -0.70667 -3.38201 -1.43750  0.008
21 O -1.47871 -4.26190 -1.83895  0.008
22 C 0.27416 -3.74629 -0.33712  0.000
23 C 0.35412 -5.05938 0.10653  0.001
24 C 1.22853 -5.36345 1.13103  -0.003
25 C 1.98562 -4.34147 1.68567  0.001
26 C 1.84723 -3.05928 1.18263  0.000
27 N 1.01126 -2.76070 0.18302  0.025
28 H -1.01044 1.17217 -4.84460  0.000
29 H 3.77458 1.61681 -4.28273  0.000
30 H 6.07295 0.96912 -3.47038  0.000
31 H 6.25928 -0.95447 -1.87888  0.000
32 H 4.18130 -2.07451 -1.12817  0.000
33 H -2.99217 -2.92585 -2.89319  0.000
34 H -0.28174 -5.79016 -0.37198  0.000
35 H 1.31652 -6.37795 1.50002  0.000
36 H 2.68067 -4.52571 2.49366  0.000
37 H 2.42613 -2.23509 1.57464  0.000
38 O 1.76615 1.48354 -0.73580  0.021
39 S 2.71458 1.11026 0.31773  0.006
40 O 4.09493 1.44284 0.08889  0.005
41 O 2.45852 -0.31479 0.64153  0.030
42 C 2.17804 2.00368 1.75247  0.000
43 C 3.12124 2.72511 2.47117  0.001
44 C 2.72910 3.45677 3.57992  0.000
45 C 1.39330 3.46705 3.95538  0.001
46 C 0.46427 2.73607 3.23201  0.000
47 C 0.83538 1.98184 2.11941  0.002
48 P -0.46005 0.98376 1.21532  0.012
49 C -1.24879 0.30293 2.72182  0.001
50 C -2.41847 0.75591 3.32040  0.001
51 C -2.90715 0.13976 4.46538  0.000
52 C -2.23295 -0.93462 5.02653  0.000
53 C -1.06222 -1.39209 4.43613  0.000
54 C -0.57830 -0.77866 3.29164  0.000
55 C -1.50036 2.37671 0.63203  0.001
56 C -0.86281 3.54548 0.21058  0.001
57 C -1.58411 4.58314 -0.35851  0.000
58 C -2.95793 4.47516 -0.51612  0.001
59 C -3.60010 3.31404 -0.11485  0.000
60 C -2.87962 2.26758 0.44355  0.001
61 H 4.14963 2.70974 2.13779  0.000
62 H 3.46184 4.01862 4.14525  0.000
63 H 1.07104 4.04449 4.81299  0.000
64 H -0.57451 2.75108 3.53797  0.000
65 H -2.95432 1.59666 2.90003  0.000
66 H -3.82072 0.50385 4.91953  0.000
67 H -2.61837 -1.41475 5.91735  0.000
68 H -0.52722 -2.23125 4.86335  0.000
69 H 0.33367 -1.14245 2.82847  0.000
70 H 0.21135 3.64008 0.30259  0.000
71 H -1.06447 5.47331 -0.68986  0.000
72 H -3.52104 5.28248 -0.96734  0.000
73 H -4.66868 3.20663 -0.25239  0.000
74 H -3.39190 1.35232 0.70371  0.000
75 N -3.78834 -1.22150 -0.07638  0.000
76 N -2.45553 -0.71095 0.10679  0.001
77 H -4.03795 -1.71174 0.77374  0.000
78 H -3.80400 -1.89691 -0.83759  0.000
79 H -1.78017 -1.46938 0.16929  0.000
80 H -2.22973 -0.21031 -0.74789  0.000

Cartesian forces (eV/Å) of the 6 atoms listed first:
0.18 -0.60 -0.26
0.00 0.00 -0.01
0.01 0.03 -0.02
-0.02 -0.02 0.00
0.01 -0.07 0.09
-0.04 0.39 -0.11

=====

# 2
Molecular formula: C36H28Cl2N6NiO11S2
Method: DFT, ωB97M-V/def2-TZVPD

E = -5770.22224 Ha
Frontier orbital gap (spin up / spin down) = 7.0107 / 7.0114 eV
Total charge = -2
Relative energy (zero: lowest compared OMol25 entry of this formula, charge and spin) = 2.70 kcal/mol
HOMO (spin up / spin down) = -3.366 / -3.366 eV
Spin multiplicity = 3

Last column: Löwdin spin population.
Positions of all 86 atoms, in Å:
1 Ni -0.03431 0.03565 -0.24558  1.767
2 O 2.01964 -1.96244 6.15351  0.000
3 C 1.18781 -0.84851 5.80916  0.000
4 C 0.80574 -0.94019 4.36018  -0.001
5 C -0.51653 -0.91475 3.95988  0.001
6 C -0.80242 -0.84992 2.60371  0.003
7 N 0.14944 -0.86250 1.68369  0.034
8 C 1.43472 -0.95326 2.05183  0.003
9 C 1.79690 -0.97754 3.38694  0.001
10 C 2.42462 -0.91630 0.93994  0.003
11 C 3.77310 -1.12357 1.14195  0.002
12 C 4.65037 -0.93126 0.08084  -0.002
13 C 6.13335 -0.97054 0.33628  0.000
14 O 6.53084 -0.05843 1.34256  0.000
15 C 4.12404 -0.62130 -1.15871  0.002
16 C 2.74795 -0.48673 -1.30217  0.001
17 N 1.93413 -0.60757 -0.26638  0.038
18 H 2.50780 -1.72681 6.94694  0.000
19 H 1.72009 0.09470 5.96469  0.000
20 H 0.28581 -0.83477 6.42873  0.000
21 H -1.31998 -0.88589 4.68484  0.000
22 H -1.81482 -0.74722 2.23148  0.000
23 H 2.83773 -0.97234 3.67863  0.000
24 H 4.16143 -1.36327 2.12219  0.000
25 H 6.66750 -0.77186 -0.60032  0.000
26 H 6.42468 -1.97147 0.67352  0.000
27 H 5.86415 0.65052 1.43654  0.000
28 H 4.76932 -0.44704 -2.00993  0.000
29 H 2.28077 -0.23033 -2.24239  0.000
30 O 1.68380 2.20648 -2.73502  0.000
31 S 0.23570 2.15835 -2.63508  0.004
32 O -0.47510 2.53632 -3.83219  0.005
33 O -0.24308 0.88347 -2.07238  0.027
34 C -0.17955 3.42372 -1.41574  -0.001
35 C 0.70602 4.49633 -1.40786  0.000
36 C 0.52319 5.58242 -0.57012  0.000
37 C -0.56924 5.60679 0.28045  0.000
38 C -1.45324 4.54061 0.28616  0.000
39 C -1.27639 3.43713 -0.54622  0.000
40 S -2.52912 2.13857 -0.34076  0.003
41 O -3.11972 1.90284 -1.62839  0.000
42 O -3.41898 2.66723 0.68248  0.004
43 O -1.80981 0.96562 0.22676  0.024
44 H 1.56486 4.44368 -2.06246  0.000
45 H 1.23889 6.39591 -0.57696  0.000
46 H -0.73134 6.44199 0.95166  0.000
47 H -2.30368 4.53807 0.95206  0.000
48 N -0.30691 2.25779 2.51602  0.000
49 C 0.91407 2.11680 1.94336  0.004
50 O 1.02444 1.67379 0.78571  0.024
51 C 2.07366 2.42189 2.75283  0.002
52 C 3.36311 2.17494 2.24507  0.000
53 N 4.42999 1.95111 1.85553  0.000
54 C 1.92865 2.65804 4.13074  0.000
55 N 1.75357 2.85384 5.26135  0.000
56 H -1.12052 2.09139 1.93862  0.000
57 H -0.40793 2.74999 3.38557  0.000
58 Cl 2.28186 -4.21510 -0.36942  0.000
59 C 1.62852 -4.36193 1.22402  0.000
60 C 2.50976 -4.43350 2.29122  0.000
61 C 2.02361 -4.45016 3.58729  0.000
62 C 0.65859 -4.40875 3.81355  0.000
63 C -0.20742 -4.37039 2.73349  0.000
64 Cl -1.91549 -4.34102 3.04928  0.000
65 C 0.23942 -4.34531 1.40919  0.000
66 N -0.67964 -4.26838 0.34598  0.000
67 C -0.63732 -5.21468 -0.67964  0.000
68 C -0.24636 -6.52556 -0.40214  0.000
69 C -0.18636 -7.47938 -1.40497  0.000
70 C -0.52724 -7.14038 -2.70423  0.000
71 C -0.94133 -5.84104 -2.97181  0.000
72 C -1.01759 -4.86453 -1.98812  0.000
73 C -1.50352 -3.47876 -2.32805  0.003
74 C -0.49484 -2.35901 -1.98476  0.003
75 O 0.48048 -2.19448 -2.70366  -0.001
76 O -0.80508 -1.72230 -0.91116  0.042
77 H 3.57267 -4.42837 2.09121  0.000
78 H 2.70732 -4.45382 4.42540  0.000
79 H 0.25878 -4.38811 4.81762  0.000
80 H -0.89111 -3.30174 0.06364  0.000
81 H 0.02440 -6.78715 0.61426  0.000
82 H 0.13275 -8.48714 -1.16550  0.000
83 H -0.47226 -7.87188 -3.50092  0.000
84 H -1.20892 -5.56112 -3.98451  0.000
85 H -2.43778 -3.27173 -1.80087  0.000
86 H -1.69430 -3.43118 -3.39983  0.000

Cartesian forces (eV/Å) of the 6 atoms listed first:
-0.05 -0.09 -0.17
-0.01 0.01 0.02
0.00 -0.01 -0.01
0.06 0.01 0.02
-0.07 0.03 -0.02
0.02 -0.08 0.01

=====

# 3
Molecular formula: C36H28MoN6O9S
Method: DFT, ωB97M-V/def2-TZVPD

E = -2860.91901 Ha
Frontier orbital gap (spin up / spin down) = 4.0400 / 6.8512 eV
Total charge = -2
HOMO (spin up / spin down) = 0.174 / -2.638 eV
Spin multiplicity = 3

Last column: Löwdin spin population.
Positions of all 81 atoms, in Å:
1 Mo 0.58108 -0.21085 -0.87819  0.992
2 O -2.33316 -2.30515 -1.48595  0.002
3 C -2.89721 -2.28870 -0.19650  0.001
4 C -1.90108 -1.68978 0.85569  0.008
5 O -2.17466 -1.78862 2.04757  0.014
6 O -0.89500 -1.07609 0.38550  0.034
7 C -3.33299 -3.72964 0.08712  0.000
8 C -3.83691 -4.44814 -0.99707  0.000
9 C -4.26921 -5.75426 -0.84934  0.000
10 C -4.20426 -6.37714 0.39008  0.000
11 C -3.70371 -5.67296 1.47139  0.000
12 C -3.27453 -4.35835 1.32613  0.000
13 C -4.11662 -1.36008 -0.16422  0.000
14 C -5.11289 -1.50193 0.79576  0.000
15 C -6.18775 -0.62722 0.82951  0.000
16 C -6.27854 0.40445 -0.09460  0.000
17 C -5.28345 0.55408 -1.04957  0.000
18 C -4.20872 -0.32222 -1.08440  0.000
19 H -1.56526 -1.70421 -1.49620  0.002
20 H -3.86342 -3.97335 -1.96705  0.000
21 H -4.64892 -6.29228 -1.70914  0.000
22 H -4.53467 -7.40237 0.50684  0.000
23 H -3.64003 -6.14575 2.44471  0.000
24 H -2.89423 -3.80712 2.17181  0.000
25 H -5.03842 -2.29746 1.52563  0.000
26 H -6.95578 -0.74977 1.58472  0.000
27 H -7.11706 1.09037 -0.06653  0.000
28 H -5.33526 1.35844 -1.77269  0.000
29 H -3.43817 -0.20370 -1.83119  0.000
30 O 1.93633 2.76197 4.20377  0.000
31 C 2.58628 1.61213 4.25860  0.000
32 O 3.31818 1.33529 5.18843  0.000
33 C 2.37791 0.67256 3.13555  0.001
34 C 2.97901 -0.56798 3.04648  0.001
35 N 2.55764 -1.13086 1.90409  0.002
36 N 1.70750 -0.34220 1.24433  0.006
37 C 1.59090 0.76194 1.96047  0.003
38 C 0.73092 1.84528 1.38988  0.010
39 O 0.57573 2.89224 2.05473  0.015
40 O 0.22957 1.61527 0.25246  0.017
41 H 1.36633 2.83553 3.35698  0.000
42 H 3.65646 -1.06216 3.71919  0.000
43 H 2.78748 -2.03999 1.52644  0.000
44 N 2.41147 -4.75346 4.14414  0.000
45 C 2.26553 -4.52874 2.76845  0.000
46 C 3.37949 -4.56416 1.92795  0.000
47 C 3.25188 -4.26622 0.57681  0.000
48 C 2.00862 -3.93768 0.05612  0.001
49 C 0.89321 -3.91655 0.88433  0.000
50 C 1.02000 -4.20155 2.23246  0.001
51 S 1.84650 -3.41998 -1.64263  0.003
52 O 2.95246 -3.99879 -2.36009  0.001
53 O 0.50977 -3.79017 -2.02904  0.003
54 N 1.90443 -1.83240 -1.56174  0.009
55 C 3.04093 -1.01700 -1.57649  0.040
56 N 2.55034 0.24480 -1.44466  0.178
57 C 3.46677 1.27888 -1.34363  0.260
58 C 4.80906 0.96532 -1.41426  0.041
59 C 5.20205 -0.35612 -1.56284  0.276
60 N 4.27974 -1.39980 -1.62550  0.122
61 H 3.15293 -5.39382 4.38294  0.000
62 H 1.54987 -4.98886 4.61310  0.000
63 H 4.35254 -4.80858 2.33910  0.000
64 H 4.11080 -4.26618 -0.08222  0.000
65 H -0.07102 -3.66525 0.46271  0.000
66 H 0.14843 -4.14544 2.87240  0.000
67 H 3.07247 2.27513 -1.20493  0.022
68 H 5.55335 1.75036 -1.34635  -0.006
69 H 6.24409 -0.64106 -1.61433  0.022
70 C -0.33197 0.11150 -2.31729  -0.069
71 C -1.10378 0.36600 -3.50152  -0.013
72 C -1.40684 -0.68206 -4.38285  -0.003
73 C -2.17988 -0.45036 -5.50704  0.000
74 C -2.66777 0.82299 -5.77899  0.001
75 C -2.37280 1.86844 -4.91258  0.000
76 C -1.59903 1.64597 -3.78603  -0.002
77 H -1.03662 -1.67415 -4.15726  0.000
78 H -2.40970 -1.27308 -6.17386  0.000
79 H -3.27788 0.99775 -6.65762  0.000
80 H -2.75101 2.86468 -5.11500  0.000
81 H -1.37158 2.45388 -3.10321  -0.001

Cartesian forces (eV/Å) of the 6 atoms listed first:
0.06 -0.07 0.18
0.01 0.19 -0.01
0.11 0.00 0.02
-0.10 0.04 0.07
-0.06 -0.12 0.01
0.20 -0.13 -0.19

=====

Among the records above, which one has the highest E?
C36H28MoN6O9S